No. 1
# C25H28N4O5S

A single C25H28N4O5S molecule (ωB97M-V/def2-TZVPD, OMol25).

XYZ file:
```
63
C25H28N4O5S, DFT ωB97M-V/def2-TZVPD
O -5.47 -2.23 -0.61
C -4.50 -1.51 -0.78
N -4.60 -0.21 -1.15
C -5.87 0.48 -1.21
C -6.00 1.46 -0.04
C -5.94 0.76 1.33
C -4.54 1.12 1.85
C -4.30 2.47 1.17
O -4.91 2.37 -0.10
C -3.10 -2.00 -0.57
C -2.92 -3.08 0.30
C -1.66 -3.57 0.56
C -0.55 -2.99 -0.06
C 0.79 -3.48 0.23
O 1.07 -4.39 0.97
N 1.81 -2.78 -0.45
C 3.19 -3.13 -0.15
C 3.86 -2.06 0.65
C 3.37 -1.17 1.56
C 4.48 -0.41 1.99
C 5.55 -0.89 1.31
O 5.18 -1.89 0.49
C 1.51 -1.75 -1.29
S 2.87 -0.94 -2.07
C 2.06 0.64 -2.46
C 1.89 1.44 -1.18
O 0.80 1.56 -0.64
N 3.01 1.98 -0.66
C 4.34 1.95 -1.22
C 5.21 2.59 -0.14
C 4.25 3.56 0.55
C 2.95 2.76 0.56
N 0.34 -1.34 -1.58
C -0.73 -1.92 -0.95
C -2.01 -1.43 -1.21
H -3.79 0.39 -1.12
H -6.66 -0.27 -1.18
H -5.92 1.03 -2.15
H -6.95 2.01 -0.16
H -6.70 1.17 2.00
H -6.09 -0.31 1.24
H -3.80 0.39 1.51
H -4.49 1.19 2.93
H -4.77 3.28 1.75
H -3.25 2.70 1.01
H -3.80 -3.51 0.76
H -1.50 -4.39 1.24
H 3.74 -3.30 -1.08
H 3.14 -4.07 0.42
H 2.35 -1.07 1.88
H 4.48 0.38 2.72
H 6.59 -0.63 1.32
H 2.70 1.15 -3.19
H 1.09 0.41 -2.88
H 4.37 2.54 -2.15
H 4.66 0.93 -1.45
H 5.54 1.83 0.56
H 6.08 3.09 -0.56
H 4.13 4.46 -0.05
H 4.58 3.83 1.55
H 2.90 2.09 1.43
H 2.05 3.38 0.56
H -2.10 -0.62 -1.92
```

The calculation puts the molar mass at 496.59 u. The calculation puts the energy above the lowest of the compared OMol25 structures with the same formula, charge and spin at 10.2 kcal per mole. Its gap between HOMO and LUMO is 8.48 eV.

No. 2
# C11H14N2

2 unconnected molecules or ions with the total composition C11H14N2 in a non-equilibrium geometry (ωB97M-V/def2-TZVPD, OMol25).

XYZ file:
```
27
C11H14N2, DFT ωB97M-V/def2-TZVPD
C 3.68 -0.98 1.87
C 2.16 -0.24 -0.10
C 3.17 0.00 0.92
C 2.79 1.84 -0.04
N 2.01 0.93 -0.71
N 3.53 1.28 0.90
H 1.75 -1.21 -0.35
H 1.28 1.18 -1.38
H 2.83 -1.42 2.42
H 4.26 -0.51 2.65
H 2.74 2.90 -0.25
H 4.22 -1.83 1.46
C -2.45 1.30 -2.18
C -2.41 0.75 0.33
C -2.38 0.36 -1.01
C -2.22 -0.17 1.35
C -2.18 -0.99 -1.27
C -2.14 -1.54 1.09
C -2.13 -1.92 -0.24
H -2.61 1.80 0.48
H -2.15 0.22 2.35
H -3.48 1.58 -2.40
H -1.99 0.85 -3.06
H -2.09 -1.30 -2.30
H -2.16 -2.24 1.91
H -2.01 -2.95 -0.55
H -2.01 2.27 -1.89
```

The calculation puts the molar mass at 174.25 u. The spin multiplicity is 2. The net charge is +1. The calculation puts the energy above the lowest of the compared OMol25 structures with the same formula, charge and spin at 3.4 kcal per mole. Its gap between HOMO and LUMO (alpha / beta) is 8.03 / 4.22 eV.

No. 3
# C22H16IrN3S4Sb

A molecular structure, C22H16IrN3S4Sb in a non-equilibrium geometry (ωB97M-V/def2-TZVPD, OMol25).

XYZ file:
```
47
C22H16IrN3S4Sb, DFT ωB97M-V/def2-TZVPD
Ir 0.70 -1.19 -0.37
N 0.19 1.06 -1.01
C -0.30 1.07 -2.37
C -0.76 2.25 -2.94
C -1.16 2.27 -4.27
C -1.09 1.13 -5.04
C -0.66 -0.09 -4.48
C -0.61 -1.29 -5.21
C -0.24 -2.46 -4.56
C 0.06 -2.42 -3.20
N 0.04 -1.30 -2.48
C -0.29 -0.13 -3.10
H 1.08 1.56 -0.96
H -0.45 1.53 -0.38
H -0.80 3.15 -2.35
H -1.50 3.20 -4.71
H -1.37 1.16 -6.08
H -0.87 -1.30 -6.26
H -0.21 -3.40 -5.08
H 0.33 -3.32 -2.67
S 0.10 -3.54 2.66
Sb 1.22 -4.56 0.90
S 2.46 -2.64 -0.10
S 1.16 -0.91 2.22
S -0.32 0.19 4.70
C -1.56 -0.41 3.58
C -2.80 -0.61 4.18
C -3.91 -0.92 3.42
C -3.78 -1.01 2.04
C -2.55 -0.83 1.44
C -1.40 -0.56 2.19
N -0.22 -0.42 1.50
C 1.06 0.11 3.74
C 2.04 1.03 3.30
C 2.74 2.14 3.75
C 3.72 2.64 2.91
C 4.00 2.08 1.67
C 3.29 0.97 1.20
C 2.32 0.49 2.03
H -2.87 -0.49 5.25
H -4.86 -1.11 3.90
H -4.64 -1.25 1.43
H -2.43 -0.96 0.38
H 2.53 2.59 4.71
H 4.31 3.49 3.24
H 4.78 2.51 1.06
H 3.50 0.51 0.24
```

The calculation puts the molar mass at 764.64 u. The spin multiplicity is 2. The calculation puts the energy above the lowest of the compared OMol25 structures with the same formula, charge and spin at 195.4 kcal per mole. Its gap between HOMO and LUMO (alpha / beta) is 5.49 / 5.43 eV.

No. 4
# C32H29Br2IN4O4Y

A molecular structure, C32H29Br2IN4O4Y in a non-equilibrium geometry (ωB97M-V/def2-TZVPD, OMol25).

XYZ file:
```
73
C32H29Br2IN4O4Y, DFT ωB97M-V/def2-TZVPD
Y -0.84 0.27 0.34
C -3.36 -2.83 -2.01
C -1.96 -3.26 -1.67
N -1.44 -4.26 -2.34
C -0.20 -4.70 -2.03
C 0.56 -4.17 -1.03
C 1.92 -4.74 -0.74
O 2.04 -5.27 0.58
C 0.04 -3.06 -0.32
C 0.75 -2.56 0.86
N 0.55 -1.41 1.41
C 1.10 -1.21 2.71
C 2.44 -1.46 3.01
C 2.92 -1.26 4.29
C 2.07 -0.81 5.29
C 0.74 -0.55 5.01
C 0.27 -0.74 3.72
I -1.73 -0.31 3.32
C -1.23 -2.58 -0.64
O -1.75 -1.54 -0.04
H -3.51 -2.92 -3.08
H -3.57 -1.81 -1.68
H -4.08 -3.49 -1.52
H 0.18 -5.52 -2.62
H 2.70 -3.98 -0.82
H 2.15 -5.51 -1.48
H 1.53 -6.08 0.63
H 1.43 -3.26 1.34
H 3.10 -1.81 2.23
H 3.96 -1.46 4.51
H 2.44 -0.65 6.30
H 0.07 -0.19 5.79
C 1.72 2.19 2.57
C 0.57 3.08 2.19
C 0.60 4.43 2.59
C -0.39 5.28 2.19
C -1.45 4.80 1.39
C -2.49 5.61 0.88
Br -2.54 7.46 1.24
C -3.47 5.07 0.10
C -3.46 3.69 -0.18
Br -4.85 2.98 -1.23
C -2.50 2.85 0.31
O -2.47 1.54 0.10
C -1.45 3.43 1.09
N -0.43 2.59 1.47
H 1.63 1.86 3.61
H 2.66 2.73 2.48
H 1.77 1.31 1.94
H 1.43 4.79 3.19
H -0.36 6.33 2.47
H -4.26 5.69 -0.30
O 1.27 1.39 -0.48
C 2.54 0.86 -0.90
C 2.51 0.36 -2.32
C 1.47 -0.74 -2.54
C 0.13 -0.29 -3.07
C -0.11 -0.33 -4.44
C -1.34 0.05 -4.94
C -2.33 0.44 -4.05
C -2.03 0.44 -2.70
N -0.83 0.10 -2.21
H 1.07 2.20 -0.96
H 2.74 0.04 -0.21
H 3.31 1.62 -0.74
H 3.51 -0.02 -2.56
H 2.34 1.20 -3.01
H 1.31 -1.28 -1.60
H 1.86 -1.48 -3.24
H 0.68 -0.67 -5.10
H -1.53 0.03 -6.00
H -3.31 0.74 -4.38
H -2.78 0.74 -1.97
```

The calculation puts the molar mass at 909.23 u. The net charge is +1. The calculation puts the energy above the lowest of the compared OMol25 structures with the same formula, charge and spin at 7.3 kcal per mole. Its gap between HOMO and LUMO is 7.25 eV.

Question: Which of these has the lowest molar mass?
Answer: C11H14N2